C25H24B2Cl3F6O3S | ωB97M-V/def2-TZVPD

The relative energy (zero: lowest compared OMol25 entry of this formula, charge and spin) is 0.1 kcal per mole. The HOMO energy comes out at -0.1807 hartree. Its frontier orbital gap is 5.8 eV. Its spin multiplicity is 1. As for the total charge: -1. The value obtained for the LUMO energy is 0.9 eV.

Each line ends with the natural charge from an NBO analysis.
Element x y z (Å)
Cl 2.25 -1.24 3.48  -0.280
B 1.72 0.56 3.71  0.420
Cl 0.85 0.75 5.32  -0.241
Cl 3.18 1.71 3.58  -0.236
O 0.77 0.88 2.56  -0.661
C -0.04 -0.02 2.05  0.590
C -1.28 -0.23 2.78  -0.107
C -2.15 0.84 3.07  -0.173
C -3.05 0.73 4.11  -0.202
C -3.12 -0.45 4.86  -0.180
C -2.33 -1.55 4.51  -0.220
C -1.45 -1.46 3.44  -0.154
H 0.39 -0.92 1.54  0.241
H -2.09 1.74 2.45  0.232
H -3.69 1.59 4.35  0.217
H -3.81 -0.52 5.70  0.213
H -2.37 -2.48 5.08  0.219
H -0.85 -2.31 3.11  0.234
C 1.57 -0.10 -5.84  -0.631
C 1.10 0.30 -4.49  -0.229
C 0.73 1.55 -4.04  -0.259
C 0.42 1.58 -2.64  -0.313
C 0.58 0.34 -2.05  -0.363
B 0.60 0.00 -0.43  0.807
C -1.00 -0.28 -0.41  -0.267
C -1.48 -1.55 -0.70  -0.130
C -2.81 -1.72 -1.06  -0.158
C -3.30 -3.07 -1.53  0.979
F -4.29 -2.96 -2.47  -0.333
F -2.30 -3.81 -2.08  -0.326
F -3.83 -3.80 -0.49  -0.338
C -3.71 -0.67 -1.01  -0.195
C -3.24 0.57 -0.62  -0.165
C -4.17 1.74 -0.61  0.980
F -3.92 2.58 0.44  -0.337
F -4.05 2.49 -1.75  -0.331
F -5.48 1.36 -0.52  -0.333
C -1.90 0.77 -0.28  -0.127
O 1.37 -1.16 -0.21  -0.765
C 2.77 -1.09 0.06  -0.048
C 3.42 0.31 -0.14  -0.120
C 4.62 0.36 0.78  -0.602
C 3.88 0.43 -1.58  -0.600
C 2.47 1.51 0.15  -0.042
O 1.09 1.26 0.00  -0.750
S 0.98 -0.87 -3.20  0.389
H 1.52 0.76 -6.51  0.210
H 2.61 -0.44 -5.79  0.210
H 0.95 -0.91 -6.25  0.210
H 0.71 2.42 -4.69  0.200
H 0.09 2.46 -2.11  0.220
H -0.80 -2.40 -0.72  0.235
H -4.75 -0.81 -1.28  0.234
H -1.55 1.75 0.03  0.222
H 2.91 -1.45 1.10  0.188
H 3.24 -1.81 -0.64  0.169
H 5.16 1.31 0.67  0.199
H 4.30 0.28 1.82  0.231
H 5.29 -0.48 0.56  0.195
H 4.34 1.42 -1.72  0.193
H 4.61 -0.35 -1.79  0.189
H 3.02 0.32 -2.25  0.231
H 2.59 1.89 1.18  0.193
H 2.72 2.33 -0.56  0.166



C25H24Br2N2NiO2SSe | ωB97M-V/def2-TZVPD

The HOMO energy (alpha / beta) comes out at -0.2756 / -0.2756 hartree. Its frontier orbital gap (alpha / beta) is 7.9 / 7.9 eV. Its spin multiplicity is 1. As for the total charge: 0. The value obtained for the LUMO energy (alpha / beta) is 0.4 / 0.4 eV.

Each line ends with the natural charge from an NBO analysis.
Element x y z (Å)
Ni 2.78 -0.57 -0.44  0.794
Br 5.34 -0.28 -0.78  0.084
C 5.91 -0.26 1.08  -0.516
Br 5.58 -1.93 1.96  0.051
H 5.34 0.52 1.57  0.269
H 6.98 -0.07 1.08  0.230
O 2.98 0.62 1.91  -1.001
S 2.87 1.78 1.04  2.285
O 4.12 2.42 0.69  -0.958
N 2.12 1.38 -0.33  -1.026
C 0.75 1.05 -0.28  0.027
C -0.02 1.09 -1.37  -0.324
C -1.36 0.45 -1.32  -0.237
C -1.16 -1.68 -0.80  -0.250
C 0.18 -2.36 -0.70  -0.091
C 0.25 -3.75 -0.73  -0.129
C 1.46 -4.44 -0.67  -0.264
C 2.65 -3.73 -0.58  0.043
N 2.56 -2.40 -0.55  -0.478
C 1.42 -1.75 -0.61  0.113
C 1.84 2.97 1.85  -0.259
C 1.66 2.87 3.22  -0.207
C 0.86 3.81 3.86  -0.211
C 0.26 4.83 3.13  -0.196
C 0.45 4.91 1.76  -0.199
C 1.25 3.98 1.11  -0.212
H 0.38 1.51 -2.29  0.226
H -2.17 1.16 -1.51  0.221
H -1.91 -2.45 -0.60  0.225
H -0.67 -4.33 -0.79  0.220
H 1.48 -5.52 -0.69  0.229
H 3.62 -4.19 -0.52  0.215
H 2.11 2.06 3.77  0.243
H 0.71 3.75 4.93  0.217
H -0.36 5.55 3.63  0.215
H -0.02 5.69 1.19  0.216
H 1.40 4.02 0.04  0.238
C -5.38 -1.25 -2.22  -0.620
C -3.99 -1.03 -1.69  -0.045
C -2.93 -1.12 -2.50  -0.134
C -1.49 -0.89 -2.12  -0.061
C -0.57 -1.10 -3.30  -0.616
C -1.48 -0.36 0.00  -0.173
Se -0.15 0.29 1.26  0.321
C -2.89 -0.43 0.54  0.063
C -3.10 -0.19 2.01  -0.644
C -3.94 -0.72 -0.24  -0.258
H -5.36 -1.48 -3.28  0.214
H -6.00 -0.37 -2.06  0.214
H -5.86 -2.08 -1.70  0.212
H -3.11 -1.35 -3.55  0.196
H -0.87 -0.45 -4.13  0.217
H -0.63 -2.13 -3.65  0.213
H 0.47 -0.88 -3.05  0.224
H -2.48 -0.87 2.60  0.219
H -4.14 -0.36 2.29  0.217
H -2.82 0.82 2.28  0.234
H -4.91 -0.76 0.25  0.204



C25H24Cl2N6ORe | ωB97M-V/def2-TZVPD

The relative energy (zero: lowest compared OMol25 entry of this formula, charge and spin) is 2.6 kcal per mole. The HOMO energy (alpha / beta) comes out at -0.4928 / -0.4929 hartree. Its frontier orbital gap (alpha / beta) is 6.0 / 5.8 eV. Its spin multiplicity is 2. As for the expectation value of S²: 0.773. As for the total charge: +2. The value obtained for the LUMO energy (alpha / beta) is -7.4 / -7.6 eV.

Each line ends with the natural charge from an NBO analysis.
Element x y z (Å)
Re 0.21 0.85 -1.53  0.970
Cl -1.10 -1.01 -2.05  0.234
C -1.88 -1.33 -0.44  -0.360
Cl -1.16 -0.12 0.64  0.071
H -1.62 -2.33 -0.12  0.268
H -2.95 -1.16 -0.53  0.266
C 0.86 1.32 -3.21  -0.458
H 1.51 2.21 -3.28  0.191
H 0.74 0.82 -4.17  0.204
N -5.83 8.30 3.22  -0.211
C -5.28 7.57 2.52  0.232
C -4.60 6.66 1.65  -0.130
C -3.27 6.31 1.92  -0.123
C -2.61 5.43 1.08  -0.248
C -3.29 4.89 -0.01  0.193
C -4.60 5.23 -0.28  -0.237
C -5.26 6.12 0.55  -0.129
N -2.61 3.97 -0.87  -0.316
C -2.73 3.90 -2.24  -0.035
C -1.91 2.90 -2.65  -0.059
N -1.29 2.35 -1.53  -0.572
C -1.75 3.03 -0.48  0.233
H -2.76 6.74 2.77  0.251
H -1.57 5.20 1.27  0.228
H -5.13 4.79 -1.12  0.237
H -6.28 6.39 0.35  0.255
H -3.34 4.58 -2.80  0.264
H -1.71 2.55 -3.64  0.247
H -1.49 2.85 0.55  0.234
C -0.22 -5.93 -0.71  -0.629
C 0.90 -5.30 0.07  -0.020
C 2.23 -5.65 -0.17  -0.184
C 3.26 -5.09 0.57  -0.245
C 2.98 -4.19 1.59  0.197
N 4.05 -3.65 2.35  -0.669
C 4.14 -2.38 2.87  0.786
O 4.79 -2.09 3.84  -0.560
N 3.45 -1.38 2.16  -0.667
C 3.22 -1.31 0.80  0.232
C 3.97 -2.00 -0.16  -0.150
C 3.65 -1.85 -1.49  -0.200
C 2.62 -1.02 -1.87  0.039
N 1.88 -0.36 -0.96  -0.514
C 2.18 -0.51 0.34  -0.013
C 1.66 -3.85 1.86  -0.263
C 0.64 -4.40 1.10  -0.211
H 0.16 -6.49 -1.56  0.232
H -0.92 -5.18 -1.08  0.199
H -0.79 -6.62 -0.08  0.242
H 2.46 -6.36 -0.95  0.228
H 4.29 -5.37 0.37  0.230
H 4.70 -4.29 2.78  0.434
H 3.39 -0.53 2.70  0.428
H 4.80 -2.62 0.15  0.261
H 4.22 -2.37 -2.25  0.258
H 2.36 -0.88 -2.91  0.224
H 1.56 0.02 1.05  0.208
H 1.43 -3.19 2.69  0.225
H -0.39 -4.17 1.35  0.202